{
  "formula": "C6H15ClN2O7PS3",
  "method": "ωB97M-V with the def2-TZVPD basis set",
  "molar_mass_g_mol": 389.821,
  "e_homo_ev": -6.18,
  "charge": -1,
  "homo_lumo_gap_ev": 8.5,
  "species": ["C", "C", "C", "Cl", "S", "O", "O", "N", "S", "O", "O", "P", "O", "O", "S", "H", "H", "H", "H", "H", "H", "H", "H", "C", "C", "O", "N", "C", "H", "H", "H", "H", "H", "H", "H"],
  "coordinates": [[-0.177, 1.319, 0.499], [0.080, -0.297, 0.699], [-0.083, -1.189, -0.666], [1.232, -0.792, -1.964], [-1.831, -1.181, -1.392], [-1.671, -1.774, -2.847], [-2.388, 0.275, -1.623], [-2.949, -2.238, -0.567], [-3.884, -1.406, 0.650], [-4.060, -2.435, 1.835], [-3.202, -0.164, 1.271], [-5.876, -0.867, 0.041], [-6.116, 0.802, 0.582], [-7.083, -1.848, 0.894], [-6.221, -1.122, -1.859], [-1.201, 1.556, 1.060], [-0.278, 1.597, -0.657], [0.666, 1.974, 0.983], [1.223, -0.401, 1.028], [-0.540, -0.698, 1.624], [0.147, -2.318, -0.355], [-5.960, 1.341, -0.270], [-7.310, -2.664, 0.333], [4.153, 2.443, -0.068], [3.990, 1.213, 0.782], [3.151, 1.145, 1.677], [4.808, 0.149, 0.537], [5.847, 0.029, -0.457], [3.431, 3.201, 0.248], [5.159, 2.852, 0.054], [3.963, 2.201, -1.117], [4.636, -0.639, 1.151], [5.603, -0.819, -1.101], [6.788, -0.174, 0.060], [5.951, 0.930, -1.063]],
  "mulliken_charge": [-0.750, -0.347, -0.337, -0.168, 1.095, -0.709, -0.620, -0.420, 1.078, -0.702, -0.548, 0.572, -0.519, -0.537, -0.376, 0.203, 0.204, 0.282, 0.207, 0.326, 0.345, 0.353, 0.342, -1.344, 0.851, -0.636, -0.149, -0.847, 0.292, 0.404, 0.333, 0.233, 0.279, 0.285, 0.323]
}

***

{
  "formula": "C6H15ClN2SSi",
  "method": "ωB97M-V with the def2-TZVPD basis set",
  "molar_mass_g_mol": 210.806,
  "e_homo_ev": [-7.54, -7.54],
  "relative_energy_ev": 0.000,
  "homo_lumo_gap_ev": [6.8, 6.8],
  "species": ["C", "C", "C", "C", "C", "C", "N", "N", "Si", "S", "Cl", "H", "H", "H", "H", "H", "H", "H", "H", "H", "H", "H", "H", "H", "H", "H"],
  "coordinates": [[-0.185, 0.584, -2.377], [-0.224, -1.575, -3.699], [0.949, -1.498, -1.399], [-0.124, 0.014, 4.361], [0.926, 2.261, 2.394], [-0.166, -0.891, -2.282], [-1.439, -1.283, -1.563], [-2.141, -1.142, -0.677], [-0.527, 1.196, 2.835], [-0.933, 0.351, 0.892], [-2.165, 2.229, 3.487], [-1.112, 1.125, -2.011], [0.599, 0.876, -1.832], [-0.047, 0.773, -3.386], [-0.367, -2.567, -3.589], [-1.068, -1.166, -4.329], [0.678, -1.293, -4.237], [1.796, -1.461, -1.931], [1.057, -0.883, -0.422], [0.761, -2.508, -1.209], [-0.687, 0.327, 5.183], [-0.275, -1.013, 4.106], [0.947, 0.140, 4.738], [0.765, 3.292, 2.498], [1.692, 2.026, 3.035], [1.290, 2.083, 1.414]],
  "mulliken_charge": [-1.682, -1.758, -1.526, -1.125, -1.190, 1.672, 0.372, -0.357, 0.501, -0.411, -0.327, 0.327, 0.445, 0.534, 0.521, 0.366, 0.435, 0.521, 0.225, 0.466, 0.354, 0.303, 0.290, 0.359, 0.390, 0.295]
}

***

{
  "formula": "C6H15F4N3O10S4Sn",
  "method": "ωB97M-V with the def2-TZVPD basis set",
  "molar_mass_g_mol": 612.168,
  "e_homo_ev": [-5.25, -7.44],
  "multiplicity": 2,
  "s2": 0.753,
  "charge": -1,
  "homo_lumo_gap_ev": [6.1, 8.4],
  "species": ["Sn", "N", "S", "O", "O", "F", "S", "O", "O", "F", "N", "S", "O", "O", "F", "S", "O", "O", "F", "C", "O", "C", "C", "N", "C", "C", "O", "C", "H", "H", "H", "H", "H", "H", "H", "H", "H", "H", "H", "H", "H", "H", "H"],
  "coordinates": [[-1.535, -1.716, 0.877], [-1.266, -3.014, -1.697], [-0.073, -3.339, -2.579], [0.022, -2.691, -3.850], [0.650, -4.564, -2.516], [1.161, -2.430, -1.914], [-2.375, -3.858, -2.562], [-2.467, -5.219, -2.068], [-2.630, -3.659, -4.007], [-3.598, -3.100, -1.768], [-1.682, -0.313, 3.414], [-2.742, -0.634, 4.719], [-3.491, 0.449, 5.382], [-2.319, -1.731, 5.612], [-3.903, -1.414, 3.700], [-0.913, 0.698, 4.357], [-0.341, 0.118, 5.586], [-1.391, 2.021, 4.424], [0.302, 1.010, 3.366], [-2.414, 0.408, -2.260], [-1.811, 0.613, -0.951], [-0.889, 1.697, -0.967], [0.176, 1.521, 0.183], [1.044, 0.404, -0.038], [2.011, 0.530, -1.190], [3.105, 1.660, -0.942], [4.260, 1.349, -0.157], [5.004, 2.475, 0.300], [-1.623, 0.435, -3.010], [-3.127, 1.216, -2.421], [-3.017, -0.497, -2.198], [-1.412, 2.572, -0.579], [-0.382, 1.859, -1.918], [-0.465, 1.209, 1.008], [0.747, 2.405, 0.468], [1.657, 0.243, 0.748], [1.491, 0.694, -2.134], [2.498, -0.440, -1.292], [2.542, 2.484, -0.504], [3.434, 2.183, -1.840], [5.736, 2.136, 1.033], [4.397, 3.307, 0.658], [5.629, 2.923, -0.473]],
  "mulliken_charge": [0.964, 0.033, 0.872, -0.598, -0.620, -0.335, 0.997, -0.590, -0.527, -0.280, -0.091, 0.985, -0.530, -0.563, -0.351, 0.921, -0.571, -0.582, -0.264, -0.726, -0.194, -0.673, -0.456, 0.002, -0.731, -0.520, -0.330, -0.745, 0.349, 0.325, 0.149, 0.374, 0.442, -0.124, 0.434, 0.241, 0.427, 0.320, 0.204, 0.494, 0.255, 0.313, 0.300]
}

***

{
  "formula": "C6H15INO5",
  "method": "ωB97M-V with the def2-TZVPD basis set",
  "molar_mass_g_mol": 308.092,
  "e_homo_ev": [-12.59, -10.09],
  "relative_energy_ev": 2.261,
  "charge": 1,
  "homo_lumo_gap_ev": [9.5, 5.5],
  "species": ["C", "C", "C", "C", "C", "C", "N", "O", "O", "O", "O", "O", "I", "H", "H", "H", "H", "H", "H", "H", "H", "H", "H", "H", "H", "H", "H", "H"],
  "coordinates": [[2.512, -0.058, 2.637], [-2.202, -0.117, -1.828], [-1.790, 0.703, -0.576], [-0.256, 0.870, -0.529], [0.381, -0.576, -0.606], [1.869, -0.541, -0.567], [1.145, -0.592, 2.840], [-1.839, -1.489, -1.653], [-2.174, 2.088, -0.593], [0.150, 1.646, -1.692], [-0.175, -1.192, 0.545], [2.620, 0.436, -1.107], [2.965, -2.279, -0.058], [2.557, 1.007, 2.671], [3.276, -0.595, 3.232], [-3.222, -0.096, -1.980], [-1.636, 0.337, -2.638], [-2.055, 0.274, 0.373], [-0.190, 1.337, 0.533], [-0.009, -1.124, -1.404], [0.710, 0.011, 3.524], [1.160, -1.528, 3.127], [0.498, -0.492, 1.983], [-2.080, -1.936, -2.384], [-3.031, 2.153, -0.964], [-0.415, 2.424, -1.743], [-0.736, -1.820, 0.139], [1.965, 1.148, -1.284]],
  "mulliken_charge": [-0.584, -0.897, -0.025, 0.338, -0.307, -0.435, -0.068, -0.546, -0.547, -0.622, -0.615, -0.560, 0.031, 0.330, 0.331, 0.584, 0.381, 0.373, -0.072, 1.066, 0.405, 0.396, 0.183, 0.273, 0.356, 0.467, 0.342, 0.424]
}